Density functional theory data (wB97M-V/def2-TZVPD) for C3H2O4 as an isolated structure.

Results
**Kohn-Sham gap**: 8.173 eV
**Relative energy (zero: lowest compared OMol25 entry of this formula, charge and spin)**: 322.1 kJ/mol

Last column: Mulliken charge in e.
Positions of all 9 atoms, in Å:
1 C -1.222 -0.164 0.007  0.6842
2 C 0.810 -0.870 -0.376  0.2039
3 C 0.256 0.968 0.364  0.0133
4 O -1.005 -1.130 -0.738  -0.4424
5 O -2.073 0.368 0.639  -0.4168
6 O 1.295 -1.598 0.391  -0.3599
7 O 0.574 1.832 -0.399  -0.4242
8 H 1.039 -0.459 -1.355  0.3867
9 H 0.326 1.052 1.467  0.3552